This record from OMol25 describes a single C4H5NO molecule at a distorted geometry. The level of theory is the ωB97M-V functional and the def2-TZVPD basis.

```
11
Properties=species:S:1:pos:R:3:forces:R:3
C -1.680475 0.074030 0.180821 -0.114 -0.168 -0.030
C -0.232945 -0.171957 -0.023055 -0.097 -0.211 0.029
C 0.742817 0.725619 -0.298388 -0.220 -0.751 -0.658
C 1.936740 -0.020616 -0.050318 0.038 -0.366 -0.163
N 1.670403 -1.261054 0.249022 0.282 0.280 0.385
O 0.285752 -1.369196 0.240961 -0.229 -0.105 0.739
H -1.853172 -0.038700 1.256321 -0.198 -0.053 -0.137
H -1.937954 1.107349 -0.077530 0.144 -0.306 -0.068
H -2.315477 -0.624914 -0.361144 -0.045 -0.007 0.048
H 0.434471 1.312741 -1.139283 0.657 1.746 0.346
H 2.970530 0.299659 0.045430 -0.219 -0.058 -0.491
```
Positions in Å, forces in eV/Å.

Values from the calculation:
lowest unoccupied orbital energy	0.035	hartree
electronic energy	-285.3357	a.u.
HOMO energy	-9.5	eV
SMILES	Cc1ccno1
molar mass	83.09	g mol⁻¹
HOMO-LUMO gap	0.384	Eh